(1)
DFT (the ωB97M-V functional and the def2-TZVPD basis) results for a molecular structure, C43H44AsIrN5O2S2 in a non-equilibrium geometry.

Calculated values
DFT total energy in eV: -142190.492
Charge: +1
2S+1: 5
HOMO energy (alpha / beta) in eV: -9.255 / -10.352
Expectation value of S²: 6.03
Relative energy (zero: lowest compared OMol25 entry of this formula, charge and spin) in kJ/mol: 0.0
Largest force on an atom in hartree/bohr: 0.0529
Kohn-Sham gap (alpha / beta) in Ha: 0.2505 / 0.2466
E_LUMO (alpha / beta) in Ha: -0.090 / -0.134

Element x y z (Å)
Ir  -18.540  -0.225  -2.642
O  -16.667  0.440  -0.490
S  -15.858  -0.403  -1.320
O  -14.432  -0.190  -1.357
N  -16.559  -0.439  -2.833
C  -15.879  -0.673  -4.020
C  -14.545  -0.769  -4.312
C  -14.050  -0.950  -5.619
C  -14.877  -0.998  -6.698
C  -16.302  -0.918  -6.482
C  -17.260  -0.831  -7.490
C  -18.556  -0.518  -7.141
C  -18.936  -0.351  -5.815
N  -18.066  -0.438  -4.828
C  -16.772  -0.689  -5.145
C  -16.054  -2.069  -0.653
C  -17.025  -2.298  0.350
C  -17.175  -3.611  0.775
C  -16.283  -4.633  0.408
C  -15.338  -4.365  -0.510
C  -15.271  -3.111  -1.128
H  -13.806  -0.711  -3.524
H  -12.926  -0.981  -5.747
H  -14.488  -1.257  -7.709
H  -16.996  -1.108  -8.512
H  -19.336  -0.355  -7.875
H  -19.995  -0.216  -5.538
H  -17.619  -1.562  0.839
H  -17.938  -3.756  1.484
H  -16.329  -5.612  0.883
H  -14.633  -5.108  -0.878
H  -14.497  -2.917  -1.881
C  -16.710  3.047  -2.363
N  -17.968  3.475  -1.810
C  -18.185  4.379  -0.730
C  -19.515  4.418  -0.544
N  -20.093  3.589  -1.484
C  -19.168  3.052  -2.253
S  -19.455  2.022  -3.580
H  -16.826  2.005  -2.664
H  -15.934  3.135  -1.559
H  -16.388  3.649  -3.229
H  -17.429  4.958  -0.301
H  -20.110  5.067  0.094
H  -21.089  3.474  -1.772
C  -24.513  -0.056  -7.141
C  -23.509  -0.450  -6.111
C  -22.674  -1.492  -6.344
C  -21.833  -1.995  -5.357
C  -20.992  -3.208  -5.604
C  -21.899  -1.360  -4.096
As  -20.524  -1.966  -2.941
N  -20.153  -0.776  -1.611
C  -20.123  -0.790  -0.244
C  -20.585  -1.805  0.588
C  -20.728  -1.572  1.938
C  -20.363  -0.366  2.536
C  -19.708  0.620  1.791
C  -19.667  0.402  0.413
C  -20.820  -3.790  -2.272
C  -22.066  -4.195  -1.746
C  -23.263  -3.297  -1.733
C  -22.171  -5.440  -1.279
C  -21.137  -6.326  -1.309
C  -21.419  -7.744  -0.892
C  -19.939  -6.000  -1.872
C  -19.728  -4.675  -2.302
C  -18.376  -4.195  -2.815
C  -22.661  -0.257  -3.801
C  -22.635  0.532  -2.549
C  -23.443  0.168  -4.887
H  -24.071  0.574  -7.892
H  -25.479  0.317  -6.709
H  -24.874  -0.975  -7.683
H  -22.661  -1.928  -7.327
H  -20.970  -3.478  -6.691
H  -21.375  -4.055  -5.045
H  -19.950  -3.030  -5.282
H  -20.940  -2.709  0.167
H  -21.206  -2.326  2.528
H  -20.374  -0.141  3.603
H  -19.270  1.493  2.293
H  -19.330  1.185  -0.282
H  -24.071  -3.725  -1.090
H  -23.648  -3.022  -2.744
H  -23.033  -2.389  -1.251
H  -23.096  -5.679  -0.726
H  -21.850  -7.816  0.088
H  -20.512  -8.364  -0.694
H  -22.015  -8.302  -1.692
H  -19.070  -6.740  -1.958
H  -17.621  -4.966  -2.687
H  -17.997  -3.499  -2.034
H  -18.412  -3.717  -3.769
H  -21.781  1.195  -2.599
H  -22.494  -0.076  -1.668
H  -23.462  1.203  -2.422
H  -24.083  1.042  -4.789



(2)
DFT (the ωB97M-V functional and the def2-TZVPD basis) results for a molecular structure, C43H44BrN11RbSbSe in a non-equilibrium geometry.

Calculated values
DFT total energy in eV: -204280.202
Charge: -2
HOMO energy in eV: -2.151
Relative energy (zero: lowest compared OMol25 entry of this formula, charge and spin) in kJ/mol: 99.4
Largest force on an atom in hartree/bohr: 0.0355
Kohn-Sham gap in Ha: 0.2207
E_LUMO in Ha: 0.142

Element x y z (Å)
Rb  -0.359  -0.680  -1.606
C  2.749  -2.657  2.412
C  2.845  -1.242  1.907
C  2.438  -0.169  2.690
C  2.561  1.138  2.226
C  2.171  2.287  3.118
C  3.081  1.364  0.955
C  3.505  0.308  0.150
C  4.089  0.561  -1.212
C  3.376  -0.984  0.648
H  3.409  -2.818  3.267
H  3.021  -3.371  1.633
H  1.742  -2.901  2.750
H  2.017  -0.354  3.674
H  2.965  2.500  3.839
H  1.269  2.054  3.685
H  1.985  3.191  2.540
H  3.152  2.379  0.580
H  4.184  -0.360  -1.787
H  5.084  1.006  -1.135
H  3.471  1.250  -1.793
H  3.700  -1.822  0.039
C  -2.571  3.541  -4.207
C  -2.245  3.526  -2.741
C  -2.951  4.264  -1.798
C  -2.596  4.205  -0.467
C  -1.537  3.375  -0.130
Br  -0.969  3.334  1.693
N  -0.873  2.637  -0.980
C  -1.213  2.732  -2.270
H  -3.109  4.450  -4.482
H  -3.197  2.687  -4.475
H  -1.664  3.479  -4.809
H  -3.781  4.888  -2.111
H  -3.127  4.750  0.299
H  -0.606  2.161  -2.967
N  -3.978  -1.012  -1.923
C  -3.718  -0.222  -0.775
N  -4.270  0.962  -0.564
N  -3.793  1.316  0.649
N  -2.988  0.405  1.091
N  -2.917  -0.615  0.202
C  -2.876  -1.705  -2.466
N  -2.294  -1.341  -3.606
N  -1.266  -2.198  -3.744
N  -1.240  -3.011  -2.721
N  -2.259  -2.729  -1.885
H  -4.405  -0.431  -2.632
C  0.216  -4.107  0.287
C  -0.231  -4.892  1.493
C  0.004  -6.268  1.521
C  -0.447  -7.055  2.568
C  -1.153  -6.475  3.613
C  -1.390  -5.108  3.595
C  -0.930  -4.301  2.556
Sb  -1.335  -2.172  2.528
C  -3.304  -2.447  3.336
C  -3.607  -2.040  4.630
C  -4.887  -2.190  5.153
C  -5.876  -2.757  4.368
C  -5.576  -3.182  3.082
C  -4.299  -3.047  2.545
C  -4.007  -3.567  1.165
C  -0.372  -1.787  4.438
C  0.404  -2.715  5.125
C  1.113  -2.365  6.270
C  1.045  -1.066  6.746
C  0.278  -0.128  6.069
C  -0.423  -0.465  4.915
C  -1.184  0.595  4.166
H  0.930  -4.676  -0.311
H  0.697  -3.167  0.568
H  -0.632  -3.861  -0.357
H  0.542  -6.723  0.698
H  -0.254  -8.122  2.564
H  -1.522  -7.081  4.432
H  -1.950  -4.659  4.409
H  -2.836  -1.601  5.251
H  -5.102  -1.860  6.162
H  -6.883  -2.871  4.754
H  -6.350  -3.634  2.470
H  -4.902  -3.995  0.711
H  -3.244  -4.349  1.194
H  -3.630  -2.780  0.512
H  0.469  -3.735  4.765
H  1.716  -3.107  6.779
H  1.591  -0.778  7.637
H  0.231  0.894  6.431
H  -1.152  1.549  4.696
H  -2.233  0.338  4.005
H  -0.777  0.751  3.164
Se  1.944  2.412  -4.072
C  3.273  1.132  -4.483
C  4.628  1.457  -4.667
C  5.565  0.478  -4.934
N  5.301  -0.828  -5.047
C  4.011  -1.145  -4.879
C  3.003  -0.242  -4.605
H  4.940  2.492  -4.588
H  6.606  0.766  -5.065
H  3.763  -2.199  -4.969
H  1.984  -0.597  -4.495



(3)
DFT (the ωB97M-V functional and the def2-TZVPD basis) results for a molecular structure, C43H45AsN6RuSe2 in a non-equilibrium geometry.

Calculated values
DFT total energy in eV: -248360.716
Charge: +2
HOMO energy in eV: -13.505
Relative energy (zero: lowest compared OMol25 entry of this formula, charge and spin) in kJ/mol: 98.6
Largest force on an atom in hartree/bohr: 0.0641
Kohn-Sham gap in Ha: 0.2924
E_LUMO in Ha: -0.204

Element x y z (Å)
Ru  0.614  0.787  0.041
Se  2.422  1.774  1.452
Se  3.725  0.039  1.169
C  3.483  0.179  -0.753
C  4.622  -0.070  -1.485
C  4.572  0.019  -2.870
C  3.379  0.384  -3.451
C  2.287  0.631  -2.637
N  2.293  0.519  -1.301
C  1.034  1.261  2.687
C  1.109  1.290  4.051
C  -0.071  1.050  4.760
C  -1.238  0.824  4.062
C  -1.216  0.809  2.669
N  -0.084  1.004  1.995
H  5.545  -0.312  -0.977
H  5.458  -0.163  -3.464
H  3.279  0.494  -4.522
H  1.360  0.927  -3.094
H  2.042  1.512  4.551
H  -0.069  1.068  5.842
H  -2.176  0.665  4.577
H  -2.112  0.643  2.088
C  1.238  4.027  -2.294
C  0.206  3.678  -1.195
C  -1.197  3.999  -1.766
C  0.308  2.174  -1.075
C  0.429  4.504  0.073
C  1.074  5.737  0.018
C  1.256  6.508  1.162
C  0.784  6.070  2.389
C  0.100  4.864  2.453
C  -0.078  4.100  1.307
H  1.130  3.353  -3.146
H  2.263  3.972  -1.923
H  1.065  5.036  -2.668
H  -1.379  3.465  -2.704
H  -1.238  5.071  -1.962
H  -1.992  3.755  -1.067
H  0.161  1.782  -2.096
H  1.457  6.118  -0.919
H  1.770  7.458  1.087
H  0.928  6.671  3.277
H  -0.315  4.524  3.396
H  -0.673  3.210  1.363
C  3.749  -5.247  0.922
C  2.832  -5.262  2.143
C  3.391  -4.385  3.261
C  1.390  -4.882  1.830
N  1.247  -3.530  1.248
C  0.892  -2.393  1.838
N  0.927  -1.441  0.946
N  1.300  -2.021  -0.226
N  1.504  -3.275  -0.045
H  4.721  -5.665  1.189
H  3.914  -4.231  0.560
H  3.347  -5.836  0.095
H  2.766  -6.293  2.501
H  3.469  -3.342  2.934
H  4.392  -4.709  3.545
H  2.769  -4.421  4.160
H  0.796  -4.867  2.743
H  0.925  -5.568  1.124
H  0.620  -2.305  2.878
C  -5.444  1.834  0.401
C  -4.226  2.471  0.589
C  -3.048  1.811  0.261
C  -3.088  0.523  -0.262
C  -4.313  -0.124  -0.429
C  -5.487  0.537  -0.098
As  -1.467  -0.356  -0.773
C  -1.560  -0.579  -2.686
C  -0.486  -1.186  -3.322
C  -0.521  -1.409  -4.693
C  -1.630  -1.013  -5.431
C  -2.705  -0.406  -4.796
C  -2.676  -0.194  -3.423
C  -1.846  -2.168  -0.193
C  -2.311  -2.366  1.107
C  -2.618  -3.642  1.557
C  -2.460  -4.731  0.705
C  -1.998  -4.536  -0.588
C  -1.689  -3.256  -1.039
H  -6.365  2.346  0.652
H  -4.191  3.478  0.986
H  -2.097  2.299  0.430
H  -4.355  -1.136  -0.810
H  -6.439  0.037  -0.228
H  0.358  -1.523  -2.739
H  0.308  -1.906  -5.183
H  -1.661  -1.187  -6.499
H  -3.572  -0.102  -5.369
H  -3.520  0.282  -2.942
H  -2.464  -1.523  1.770
H  -2.996  -3.787  2.562
H  -2.717  -5.726  1.044
H  -1.890  -5.378  -1.259
H  -1.333  -3.124  -2.051



(4)
DFT (the ωB97M-V functional and the def2-TZVPD basis) results for a molecular structure, C43H45Cl3N7OP2Tl in a non-equilibrium geometry.

Calculated values
DFT total energy in eV: -118618.974
Charge: +2
HOMO energy in eV: -11.120
Relative energy (zero: lowest compared OMol25 entry of this formula, charge and spin) in kJ/mol: 199.5
Largest force on an atom in hartree/bohr: 0.0905
Kohn-Sham gap in Ha: 0.0920
E_LUMO in Ha: -0.317

Element x y z (Å)
Tl  0.353  -0.030  1.801
C  -2.180  -3.124  0.777
P  -0.297  -3.397  0.931
C  0.163  -3.878  -0.751
C  0.786  -5.074  -1.155
C  0.702  -5.477  -2.466
C  0.060  -4.648  -3.482
C  -0.194  -3.330  -3.096
C  -0.090  -2.913  -1.754
C  -0.263  -4.968  1.877
C  -0.832  -6.128  1.363
C  -0.879  -7.273  2.141
C  -0.579  -7.233  3.489
C  -0.086  -6.032  4.066
C  0.104  -4.925  3.244
C  -2.683  -1.827  0.167
C  -3.677  -1.737  -0.904
C  -3.997  -0.415  -1.013
C  -3.116  0.295  -0.143
C  -3.155  1.734  0.137
P  -1.784  2.658  -0.834
C  -2.666  2.678  -2.442
C  -2.174  1.788  -3.397
C  -2.663  1.762  -4.697
C  -3.801  2.524  -4.982
C  -4.253  3.444  -4.061
C  -3.846  3.452  -2.719
C  -2.030  4.348  -0.289
C  -3.065  4.739  0.510
C  -3.268  6.092  0.866
C  -2.361  7.043  0.457
C  -1.214  6.672  -0.326
C  -1.045  5.322  -0.599
N  -2.475  -0.584  0.632
H  -2.473  -4.006  0.221
H  -2.605  -3.101  1.797
H  1.320  -5.598  -0.329
H  1.011  -6.449  -2.764
H  -0.051  -5.057  -4.453
H  -0.578  -2.694  -3.845
H  -0.186  -1.922  -1.447
H  -1.104  -6.206  0.330
H  -1.340  -8.127  1.683
H  -0.722  -8.080  4.155
H  0.142  -5.978  5.127
H  0.462  -3.988  3.687
H  -4.090  -2.678  -1.392
H  -4.625  -0.008  -1.829
H  -4.101  2.261  -0.064
H  -2.865  1.921  1.180
H  -1.373  1.119  -3.106
H  -2.291  0.997  -5.424
H  -4.188  2.434  -5.986
H  -4.934  4.241  -4.312
H  -4.368  4.013  -2.032
H  -3.894  4.047  0.864
H  -4.165  6.305  1.400
H  -2.594  8.070  0.613
H  -0.475  7.423  -0.526
H  -0.114  4.933  -1.078
Cl  -0.484  0.181  6.741
C  -1.396  -1.019  5.813
Cl  -1.498  -2.535  6.747
Cl  -3.081  -0.471  5.406
C  -0.708  -1.265  4.523
N  0.052  -1.565  3.704
C  3.747  0.531  -2.710
C  5.268  0.670  -2.938
N  5.822  -0.446  -3.638
C  4.951  -0.700  -4.799
C  3.555  -1.135  -4.367
N  3.251  -0.881  -2.975
C  4.167  -1.787  -2.236
C  5.680  -1.613  -2.741
H  3.364  1.212  -3.439
H  3.313  0.833  -1.711
H  5.849  0.832  -2.004
H  5.375  1.526  -3.635
H  5.415  -1.441  -5.521
H  4.797  0.154  -5.409
H  3.289  -2.166  -4.553
H  2.793  -0.538  -4.887
H  3.801  -2.793  -2.478
H  4.136  -1.510  -1.172
H  6.107  -2.480  -3.311
H  6.304  -1.406  -1.850
C  -0.629  4.788  4.427
N  0.551  3.952  4.235
C  1.748  4.409  4.667
C  2.844  3.609  4.579
C  2.631  2.329  4.051
N  1.433  1.824  3.680
C  0.374  2.715  3.642
O  -0.777  2.369  3.157
N  3.659  1.526  3.960
H  -0.337  5.683  5.042
H  -1.446  4.230  4.926
H  -0.935  5.128  3.378
H  1.784  5.435  5.052
H  3.880  3.910  4.880
H  4.567  1.853  4.355
H  3.488  0.628  3.591